# 1
Here is a structure of composition C40H40ClN2P2RhS from the Open Molecules 2025 dataset. Energies are from ωB97M-V with the def2-TZVPD basis set.

Summary:
Multiplicity = 5
LUMO energy (alpha / beta) = -5.301 / -9.289 eV
Kohn-Sham gap (alpha / beta) = 6.36 / 4.42 eV
Net charge = +2

Last column: Löwdin spin population.
Geometry (Å):
Rh: 0.156 0.008 -0.063  1.937
Cl: -0.053 -0.059 -2.430  0.666
S: -0.579 0.067 2.016  0.634
P: -0.065 2.279 -0.195  0.098
P: 0.021 -2.281 -0.062  0.090
N: 0.996 -0.827 4.014  0.047
N: 0.793 1.457 3.859  0.045
C: 2.321 4.312 -2.844  0.002
C: 1.105 4.120 1.629  0.005
C: 1.699 1.706 4.980  0.007
C: 3.745 2.853 -1.530  0.003
C: -1.581 2.910 -1.004  0.012
C: -0.575 -3.199 1.394  0.022
C: -3.928 3.863 -2.224  0.004
C: 1.196 3.829 -2.176  0.006
C: -0.092 -4.189 3.559  0.000
C: 1.188 -0.788 5.470  0.005
C: -0.020 3.348 1.290  0.018
C: -1.205 4.262 3.206  0.003
C: -0.896 -3.880 -2.187  0.002
C: -0.099 5.063 3.510  0.004
C: -2.382 -2.105 -1.459  0.033
C: 0.545 0.250 3.346  0.111
C: 1.352 2.873 -1.166  0.010
C: 1.757 -4.513 -0.183  0.004
C: -3.153 4.711 -1.428  0.001
C: -1.170 -2.807 -1.340  0.029
C: 4.030 -4.387 -1.009  0.002
C: 2.625 2.371 -0.850  0.009
C: 3.859 -3.026 -1.275  0.000
C: -1.182 3.432 2.085  0.011
C: 0.343 -3.501 2.419  0.006
C: 2.658 -2.401 -0.945  0.008
C: -1.986 4.243 -0.824  0.005
C: -1.922 -3.532 1.547  0.007
C: 1.054 4.976 2.730  0.003
C: 1.776 0.529 5.950  0.001
C: 1.591 -3.138 -0.420  0.012
C: 2.972 -5.131 -0.471  0.001
C: -3.318 -2.498 -2.413  0.004
C: 3.593 3.819 -2.529  0.003
C: -3.057 -3.589 -3.245  0.012
C: -1.847 -4.283 -3.124  0.016
C: -2.358 2.072 -1.811  0.015
C: -3.520 2.541 -2.421  0.001
C: -2.352 -4.208 2.688  0.000
C: -1.441 -4.539 3.695  0.004
H: 1.257 0.790 6.880  0.000
H: -4.101 1.866 -3.051  0.000
H: 1.922 5.594 2.968  0.000
H: 2.708 1.920 4.601  0.003
H: 0.942 -5.100 0.244  0.000
H: -4.257 -1.946 -2.496  0.000
H: -2.581 -1.242 -0.818  0.004
H: -1.783 -5.070 4.583  0.000
H: -3.797 -3.900 -3.984  0.000
H: -0.150 5.764 4.346  0.000
H: -4.844 4.231 -2.688  0.000
H: 4.468 4.192 -3.063  0.000
H: -1.644 -5.145 -3.757  0.001
H: 4.986 -4.869 -1.220  0.000
H: -2.635 -3.272 0.762  0.001
H: 0.640 -1.721 3.665  0.004
H: 0.207 -0.954 5.936  0.002
H: 1.392 -3.217 2.301  0.000
H: -2.077 2.864 1.813  0.003
H: 2.001 4.077 1.008  0.000
H: 4.735 2.465 -1.280  0.000
H: 2.155 0.116 -2.315  0.020
H: 2.202 5.079 -3.610  0.000
H: -1.406 4.917 -0.194  0.000
H: 1.354 2.592 5.529  0.001
H: -2.037 1.047 -1.997  0.008
H: 2.537 -1.333 -1.087  0.005
H: 2.923 -0.002 -2.288  0.019
H: 2.826 0.371 6.223  0.000
H: -3.405 -4.480 2.790  0.000
H: 0.061 -4.399 -2.111  0.000
H: 3.093 -6.196 -0.273  0.000
H: 0.627 -4.462 4.330  0.000
H: 1.844 -1.621 5.736  0.001
H: -2.102 4.298 3.826  0.000
H: 4.661 -2.441 -1.734  0.000
H: 0.199 4.200 -2.426  0.000
H: -3.458 5.743 -1.265  0.000
H: 0.504 2.238 3.277  0.003
H: 2.730 1.585 -0.096  0.006



# 2
Here is a cluster of 2 separate species, C3H9NS in total from the Open Molecules 2025 dataset. Energies are from ωB97M-V with the def2-TZVPD basis set.

Summary:
SMILES string = C=CN.CS
Multiplicity = 1
Energy relative to the best compared isomer or geometry (same formula, charge and spin) = 36.60 kcal/mol
LUMO energy = 0.925 eV
Kohn-Sham gap = 9.56 eV
Net charge = 0

Last column: natural (NBO) charge in e.
Geometry (Å):
S: 0.308 1.242 -1.258  -0.055
N: -0.953 -1.030 1.978  -0.875
C: -0.630 -1.663 0.761  0.015
C: 1.503 2.640 -1.105  -0.726
C: -1.387 -2.209 -0.197  -0.468
H: -1.674 -1.404 2.545  0.370
H: -0.958 -0.017 1.943  0.385
H: 1.641 3.245 -1.994  0.225
H: -0.825 -2.352 -1.107  0.209
H: 1.167 0.301 -0.869  0.117
H: 1.311 3.170 -0.183  0.218
H: 0.425 -1.477 0.568  0.162
H: 2.461 2.115 -1.072  0.222
H: -2.389 -2.562 -0.008  0.202



# 3
Here is an isolated molecule of C5H6O2 from the Open Molecules 2025 dataset. Energies are from ωB97M-V with the def2-TZVPD basis set.

Summary:
SMILES string = CC=C=CC(=O)O
Multiplicity = 1
Energy relative to the best compared isomer or geometry (same formula, charge and spin) = 31.51 kcal/mol
LUMO energy = 0.787 eV
Kohn-Sham gap = 10.50 eV
Net charge = 0

Last column: natural (NBO) charge in e.
Geometry (Å):
O: 2.450 -1.139 -0.445  -0.576
O: 2.641 0.756 0.747  -0.691
C: 0.730 -0.521 1.185  -0.409
C: 1.982 -0.349 0.332  0.783
C: -1.302 -0.589 -0.422  -0.257
C: -0.345 -0.587 0.464  0.139
C: -2.040 0.644 -0.848  -0.623
H: -3.052 0.640 -0.422  0.221
H: 0.776 -0.284 2.235  0.249
H: -2.138 0.662 -1.931  0.219
H: -1.721 -1.536 -0.747  0.229
H: 3.535 0.765 0.373  0.495
H: -1.516 1.537 -0.521  0.220



# 4
Here is a structure of composition C4H6O3Yb from the Open Molecules 2025 dataset. Energies are from ωB97M-V with the def2-TZVPD basis set.

Summary:
Multiplicity = 3
Energy relative to the best compared isomer or geometry (same formula, charge and spin) = 29.18 kcal/mol
LUMO energy (alpha / beta) = -11.007 / -12.233 eV
Kohn-Sham gap (alpha / beta) = 5.79 / 6.95 eV
Net charge = +2

Last column: Löwdin spin population.
Geometry (Å):
Yb: -1.488 0.747 -1.163  1.540
O: 1.647 0.775 -0.663  0.008
O: 0.528 0.238 1.153  0.088
O: 0.620 -1.129 -0.541  0.008
C: -0.800 0.754 1.007  0.281
C: 1.378 -1.774 -1.579  0.002
C: 1.210 -0.093 0.079  0.012
C: -1.289 1.190 2.338  0.040
H: 2.322 -1.342 -1.925  0.000
H: 0.725 -1.773 -2.458  0.001
H: -0.772 2.101 2.690  0.012
H: 1.603 -2.766 -1.179  0.000
H: -1.130 0.406 3.101  0.008
H: -2.362 1.410 2.282  0.000



# 5
Here is a structure of composition C17H28N2O2 from the Open Molecules 2025 dataset. Energies are from ωB97M-V with the def2-TZVPD basis set.

Summary:
Multiplicity = 1
Energy relative to the best compared isomer or geometry (same formula, charge and spin) = 466.82 kcal/mol
LUMO energy = 0.358 eV
Kohn-Sham gap = 8.46 eV
Net charge = 0

Last column: natural (NBO) charge in e.
Geometry (Å):
O: -3.010 -0.956 2.136  -0.637
O: -6.145 -2.378 5.314  -0.374
N: -3.242 -3.462 1.714  -0.434
N: -4.213 -3.635 2.668  -0.265
C: -0.184 -0.911 -1.325  -0.377
C: -6.863 -3.213 6.160  0.097
C: -5.554 -3.309 4.669  0.219
C: -7.126 -4.525 5.794  -0.282
C: 5.454 3.623 -1.230  -0.336
C: -4.503 -2.920 3.566  0.072
C: 0.363 0.460 -1.660  -0.419
C: 4.125 4.286 -1.709  -0.374
C: 2.002 1.725 -3.157  -0.398
C: -6.013 -4.609 4.819  -0.307
C: 2.764 2.519 -2.113  -0.282
C: 1.592 0.326 -2.656  -0.253
C: -1.150 -0.883 -0.015  -0.366
C: 6.551 3.425 -2.422  -0.588
C: -1.693 -2.366 0.101  -0.535
C: 3.354 3.664 -2.685  -0.390
C: -2.698 -2.103 1.280  0.656
H: 6.630 4.454 -3.056  0.188
H: -7.293 -2.657 6.844  0.171
H: 2.277 -0.277 -2.475  0.162
H: 4.232 3.350 -3.679  0.183
H: 3.751 4.663 -0.713  0.225
H: -5.705 -5.618 4.234  0.246
H: 5.350 2.773 -1.003  0.154
H: -2.324 -2.763 -0.704  0.257
H: 0.843 -0.324 -3.735  0.115
H: 2.626 1.379 -4.081  0.223
H: -0.359 1.178 -1.748  0.212
H: -3.028 -4.225 1.230  0.379
H: 3.814 1.556 -2.128  0.102
H: 2.352 2.477 -1.305  0.175
H: -4.607 -1.783 3.333  0.196
H: 0.929 2.434 -3.452  0.175
H: 6.074 2.827 -3.027  0.181
H: 0.940 0.725 -0.719  0.180
H: 2.627 4.205 -2.834  0.195
H: -7.551 -5.313 6.252  0.226
H: 0.598 -1.561 -1.043  0.188
H: -0.734 -1.421 -2.215  0.187
H: 7.458 3.090 -1.984  0.211
H: -0.469 -0.516 0.840  0.223
H: -0.907 -2.853 0.692  0.260
H: -1.903 -0.245 -0.228  0.203
H: 5.945 4.256 -0.416  0.190
H: 4.623 5.433 -2.129  0.166



# 6
Here is the ion C6H8F3N2S with charge +1 from the Open Molecules 2025 dataset. Energies are from ωB97M-V with the def2-TZVPD basis set.

Summary:
SMILES string = CS[n+]1[nH]c(C)cc1C(F)(F)F
Multiplicity = 1
Energy relative to the best compared isomer or geometry (same formula, charge and spin) = 7.48 kcal/mol
LUMO energy = -4.206 eV
Kohn-Sham gap = 9.91 eV
Net charge = +1

Last column: natural (NBO) charge in e.
Geometry (Å):
S: -1.525 1.952 1.034  0.463
F: -3.360 -0.204 -0.973  -0.300
F: -3.391 -2.214 -0.187  -0.274
F: -3.751 -0.587 1.086  -0.307
N: 0.399 0.085 0.673  -0.304
N: -0.932 0.241 0.536  -0.210
C: -1.940 2.581 -0.638  -0.746
C: -0.451 -1.820 0.291  -0.270
C: -3.002 -0.993 0.026  0.979
C: 2.102 -1.699 0.519  -0.674
C: 0.734 -1.158 0.425  0.233
C: -1.502 -0.887 0.267  0.109
H: -0.946 2.485 -1.113  0.232
H: -2.720 1.974 -1.262  0.277
H: 0.999 0.892 1.157  0.477
H: -0.459 -2.893 0.017  0.273
H: 2.113 -2.579 -0.127  0.260
H: 2.766 -0.982 -0.027  0.248
H: -2.073 3.622 -0.427  0.261
H: 2.674 -1.841 1.381  0.273



# 7
Here is a structure of composition C10H17NO4 from the Open Molecules 2025 dataset. Energies are from ωB97M-V with the def2-TZVPD basis set.

Summary:
Multiplicity = 1
Energy relative to the best compared isomer or geometry (same formula, charge and spin) = 155.37 kcal/mol
LUMO energy (alpha / beta) = -1.162 / -3.300 eV
Kohn-Sham gap (alpha / beta) = 8.06 / 5.33 eV
Net charge = 0

Last column: natural (NBO) charge in e.
Geometry (Å):
O: -1.960 4.279 -3.157  -0.224
O: -1.960 5.362 -1.222  -0.245
O: -1.875 -2.132 -0.225  -0.702
O: -1.145 0.653 -1.720  -0.518
N: -1.803 4.245 -1.883  0.470
C: 0.188 0.353 1.578  -0.204
C: 1.628 0.532 -0.493  -0.651
C: 0.274 -1.550 0.648  -0.286
C: -0.348 -1.032 1.967  -0.411
C: 2.514 -0.677 1.467  -0.606
C: -1.398 0.356 -0.519  0.184
C: 1.264 -0.302 0.685  -0.016
C: -0.727 -1.432 -0.508  0.448
C: -0.264 -1.764 -1.921  -0.685
C: -0.838 1.146 0.753  -0.472
H: 0.782 0.832 -1.097  0.248
H: -0.424 2.101 0.429  0.222
H: 2.313 -0.015 -1.137  0.206
H: 0.154 -1.452 2.851  0.214
H: -2.423 0.022 -0.258  0.141
H: -2.525 -1.944 -0.931  0.478
H: 0.609 0.895 2.435  0.206
H: 0.001 -2.807 -2.142  0.228
H: 0.587 -1.103 -2.097  0.233
H: -1.086 -1.464 -2.586  0.228
H: 2.303 -1.314 2.333  0.207
H: -1.638 1.412 1.463  0.221
H: -1.428 -1.116 2.091  0.217
H: 3.067 0.219 1.797  0.212
H: 3.167 -1.236 0.781  0.209
H: 0.838 -2.502 0.752  0.233
H: 2.151 1.433 -0.136  0.214



# 8
Here is a structure of composition C20H24CdNO4S4 from the Open Molecules 2025 dataset. Energies are from ωB97M-V with the def2-TZVPD basis set.

Summary:
Multiplicity = 1
Energy relative to the best compared isomer or geometry (same formula, charge and spin) = 0.00 kcal/mol
LUMO energy = 2.396 eV
Kohn-Sham gap = 6.67 eV
Net charge = -1

Last column: natural (NBO) charge in e.
Geometry (Å):
Cd: 1.497 1.177 0.360  1.436
S: 1.077 3.526 -0.077  -0.414
S: -3.290 -0.751 -2.956  2.297
S: 3.408 2.013 -1.051  -0.420
S: 3.022 4.785 -1.921  -0.169
O: -3.347 0.532 -3.600  -0.932
O: 0.422 -0.616 1.397  -0.786
O: -0.094 -0.157 -0.688  -0.813
O: -4.486 -1.562 -2.894  -0.954
N: -2.687 -0.569 -1.407  -0.857
C: -0.392 1.678 3.953  -0.020
C: 2.248 2.267 3.680  -0.241
C: -1.993 -1.671 -3.761  -0.276
C: 1.330 3.328 3.614  0.012
C: 1.778 4.709 3.349  -0.636
C: -2.187 -2.972 -4.173  -0.227
C: -1.873 1.347 4.069  -0.625
C: -0.358 -0.766 0.407  0.778
C: 2.506 3.503 -1.038  -0.539
C: -0.751 -1.072 -3.915  -0.199
C: -0.003 3.008 3.755  -0.229
C: 2.911 -0.168 3.884  -0.625
C: -2.344 -1.859 -0.791  -0.231
C: -1.124 -3.721 -4.640  -0.215
C: 0.161 -3.170 -4.753  -0.004
C: 0.297 -1.822 -4.408  -0.202
C: -1.596 -1.590 0.502  -0.522
C: 0.537 0.654 4.023  -0.176
C: 1.356 -3.969 -5.254  -0.632
C: 1.874 0.957 3.951  -0.030
H: -0.752 3.806 3.691  0.204
H: 2.177 -3.357 -5.608  0.221
H: 1.097 -4.659 -6.049  0.215
H: 1.800 -4.511 -4.412  0.222
H: -2.242 -1.055 1.202  0.238
H: -3.277 -2.347 -0.558  0.215
H: -3.179 -3.407 -4.133  0.239
H: -2.137 1.314 5.143  0.210
H: 1.220 -1.299 -4.557  0.218
H: 2.548 -1.069 4.398  0.208
H: -1.749 -2.458 -1.475  0.193
H: 2.024 4.863 2.317  0.255
H: -0.570 -0.049 -3.638  0.248
H: -1.259 -4.782 -4.939  0.207
H: 3.295 2.438 3.477  0.208
H: -2.476 2.100 3.564  0.215
H: 0.147 -0.374 4.010  0.210
H: 3.807 0.075 4.386  0.208
H: -1.303 -2.519 0.975  0.235
H: -1.813 -0.027 -1.471  0.437
H: 2.658 4.953 3.937  0.207
H: 1.004 5.426 3.617  0.206
H: -2.095 0.358 3.638  0.210
H: 3.174 -0.464 2.866  0.221